89
Properties=species:S:1:pos:R:3:lowdin_charge:R:1 method="wB97M-V/def2-TZVPD" total_charge=-1 e_above_lowest_kcal_mol=0.0 spin_multiplicity=2 orbital_gap_ev=6.668 total_energy_ha=-4211.65070 lumo_ev=2.27 fmax_ev_per_a=2.0
Yb 10.681 9.551 11.759 1.572
C 6.811 9.908 13.843 -0.013
C 8.290 10.136 13.808 -0.432
O 8.968 9.241 13.266 -0.117
C 8.861 11.389 14.298 -0.148
C 8.022 12.256 15.016 -0.046
C 8.436 13.465 15.512 -0.093
C 9.724 13.877 15.133 -0.074
C 10.567 13.058 14.402 -0.004
C 10.204 11.756 13.999 -0.366
O 10.973 10.987 13.283 -0.260
H 6.572 8.935 13.398 0.067
H 6.354 10.737 13.264 0.097
H 6.454 9.950 14.891 0.094
H 7.033 11.870 15.128 0.086
H 7.809 14.074 16.138 0.089
H 10.054 14.830 15.475 0.089
H 11.584 13.376 14.139 0.119
C 11.343 6.645 9.876 -0.144
O 11.584 7.506 10.974 -0.430
Si 12.721 7.057 12.183 0.314
C 14.126 6.077 11.393 -0.157
C 11.759 5.733 13.172 -0.153
C 12.901 8.711 12.851 -0.514
Si 12.925 8.911 14.671 0.344
C 13.344 10.668 15.248 -0.166
C 11.257 8.557 15.471 -0.170
C 14.057 7.653 15.422 -0.191
Si 14.122 9.751 11.919 0.404
C 15.850 9.656 12.674 -0.188
C 14.252 9.228 10.110 -0.176
C 13.701 11.655 11.910 -0.168
H 12.246 6.193 9.547 0.060
H 10.858 7.196 9.045 0.086
H 10.616 5.865 10.125 0.079
H 13.876 5.099 10.949 0.037
H 14.860 5.935 12.170 0.021
H 14.694 6.661 10.649 0.020
H 11.444 4.949 12.465 0.031
H 10.820 6.112 13.628 0.024
H 12.298 5.203 13.925 0.006
H 12.635 11.481 15.012 0.011
H 14.357 11.005 14.915 0.019
H 13.430 10.661 16.356 0.030
H 10.534 9.322 15.196 -0.004
H 11.448 8.746 16.562 0.042
H 10.819 7.570 15.308 0.020
H 15.127 7.829 15.290 0.020
H 13.964 6.641 14.980 0.020
H 13.932 7.486 16.511 0.031
H 16.199 8.644 12.829 0.014
H 15.988 10.222 13.612 0.023
H 16.571 10.054 11.962 0.019
H 15.110 8.612 10.076 -0.008
H 14.485 10.078 9.474 0.033
H 13.408 8.675 9.715 0.017
H 14.017 12.153 12.807 0.000
H 12.623 11.905 11.736 0.014
H 14.236 12.050 11.023 0.028
O 12.463 12.160 8.827 0.058
C 11.441 11.708 9.284 -0.593
O 11.349 10.609 9.988 -0.249
C 10.183 12.495 8.974 -0.152
C 10.282 13.477 7.978 -0.052
C 9.224 14.259 7.565 -0.106
C 7.962 14.012 8.148 -0.112
C 7.819 13.107 9.188 -0.162
C 8.926 12.344 9.613 -0.585
S 8.589 11.384 11.082 0.667
H 11.217 13.601 7.452 0.107
H 9.336 15.030 6.788 0.095
H 7.126 14.586 7.801 0.081
H 6.843 12.858 9.608 0.081
C 6.148 6.516 11.981 -0.032
N 6.879 7.147 10.879 -0.046
C 6.225 7.769 9.839 -0.046
C 6.892 8.551 8.981 -0.008
C 8.286 8.739 9.246 -0.406
N 8.908 8.172 10.284 0.102
C 8.288 7.218 11.023 -0.517
O 8.858 6.461 11.797 0.047
N 9.048 9.470 8.405 0.169
H 5.120 6.934 12.024 0.096
H 6.798 6.712 12.849 0.088
H 6.092 5.432 11.919 0.084
H 5.136 7.681 9.952 0.130
H 6.457 9.160 8.209 0.109
H 8.648 10.278 7.934 0.108
H 9.948 9.757 8.890 0.085